86
Properties=species:S:1:pos:R:3:forces:R:3 method="wB97M-V/def2-TZVPD" fmax_ha_per_bohr=0.2021 mol_weight_g_mol=882.7 orbital_gap_ev=1.60 charge=+2
C 2.80864 -1.47221 -1.02825 0.61 1.33 -0.92
C 4.00928 -2.01209 -1.89321 -0.03 -0.32 1.34
O 3.67298 -2.98919 -2.88515 -0.50 1.52 -0.14
C 2.68944 -2.54358 -3.81228 -0.68 -2.18 -0.31
C 1.42652 -3.50454 -3.67772 0.83 -0.61 0.45
O 1.19470 -3.88774 -2.31009 -3.68 8.74 -4.26
Ga -0.63601 -3.76293 -1.78684 -2.43 0.96 0.84
F -0.62341 -3.53145 0.04525 0.75 -0.52 -1.28
Br -1.68259 -5.86245 -2.42884 0.87 0.57 0.28
C -1.62791 -2.19248 -2.63522 1.66 -0.18 -0.34
C -0.87676 -0.84185 -2.45493 -0.93 0.09 0.03
H 2.29370 -2.27189 -0.48484 0.04 0.36 -0.10
H 3.25365 -0.67184 -0.32966 -0.68 -2.24 -0.91
H 2.03757 -0.91026 -1.67955 0.79 -0.85 0.98
H 4.62104 -1.17834 -2.29734 -0.43 -0.32 -0.20
H 4.68264 -2.53958 -1.19664 -0.21 0.13 -0.33
H 3.05171 -2.68108 -4.84990 0.09 0.32 0.39
H 2.42605 -1.45024 -3.71707 -0.51 -2.40 0.75
H 0.54290 -3.11740 -4.20842 0.25 0.03 0.24
H 1.73891 -4.44827 -4.23877 -0.29 1.00 0.37
H -2.63408 -2.11227 -2.20780 0.28 -0.12 -0.15
H -1.63706 -2.38997 -3.72626 -0.55 -0.01 0.48
H 0.09708 -0.79830 -2.99596 -0.25 -0.14 0.26
H -1.52863 -0.06087 -2.90637 0.40 -0.07 0.22
H -0.77278 -0.57777 -1.38783 0.10 -0.13 -0.34
O -0.41531 2.24168 -4.01178 -0.30 0.10 0.04
H -0.05198 3.13974 -3.84345 -0.02 0.07 -0.15
H -0.04946 1.85566 -4.86228 0.20 -0.25 0.06
H -1.40531 2.24996 -4.00561 0.00 -0.13 0.04
N 1.50986 1.77373 1.81379 -1.15 -0.21 0.49
C 1.30000 3.12468 1.74901 0.12 0.01 0.11
C 0.71589 3.40607 0.53784 -0.04 0.10 0.03
C 0.56394 2.17947 -0.15151 -1.50 -0.17 0.45
C 1.06164 1.19017 0.66045 -3.99 -0.56 1.82
H 1.92898 1.28359 2.59383 -0.48 -0.06 0.10
H 1.58366 3.76678 2.56748 0.10 -0.01 -0.05
H 0.42843 4.38496 0.18883 0.01 -0.02 0.00
H 0.13776 2.03442 -1.13457 -0.03 -0.13 0.15
H 1.13491 0.11936 0.51682 -0.38 0.04 0.11
C -0.91678 -9.04326 -6.65116 -0.20 -0.79 -0.24
C -0.99000 -7.59317 -6.10742 -0.15 -0.22 -0.12
C -2.47987 -7.24608 -5.84834 -0.95 0.04 0.09
O -0.52234 -6.76857 -7.03801 0.33 0.21 0.47
H -1.47444 -9.16112 -7.58098 0.02 0.20 0.03
H 0.11647 -9.33900 -6.83391 0.02 0.22 0.02
H -1.33889 -9.73783 -5.91864 -0.01 0.18 0.10
H -0.49834 -7.60507 -5.11711 0.31 0.41 -0.15
H -3.08842 -7.31595 -6.75107 0.25 -0.03 -0.10
H -2.57766 -6.23707 -5.44856 0.21 -0.02 -0.04
H -2.90327 -7.93648 -5.11265 0.23 -0.06 0.02
K 1.98387 -5.47777 -1.75551 4.08 -8.60 3.08
O -3.79447 -1.91945 0.94125 -0.11 -0.14 -0.33
Cl -2.82029 -1.24776 1.78345 0.57 1.08 0.19
O -1.69220 -0.86542 0.97286 0.13 0.02 0.14
O -2.40482 -2.14785 2.83009 -0.51 -0.06 -0.28
O -3.41864 -0.07140 2.36624 0.12 -0.31 -0.11
Cs 3.20277 1.69692 -0.19066 7.05 1.75 -2.75
C -0.72040 7.21069 5.96840 -0.30 0.05 -0.16
C -0.23255 5.85109 5.49290 0.07 0.48 0.69
C 1.27869 5.64747 5.65295 0.05 -0.41 -0.74
O 1.97975 6.37413 4.64784 -0.12 -0.07 0.51
C 2.51757 7.63366 5.07862 0.05 0.26 -0.31
N -0.52409 5.73295 4.02297 0.20 -0.25 -0.45
H -0.37186 8.02225 5.32675 0.11 -0.03 0.04
H -1.81194 7.24665 5.97416 0.03 0.01 0.04
H -0.37861 7.40719 6.98320 0.00 -0.06 -0.02
H -0.78463 5.05893 5.99991 0.07 -0.06 -0.07
H 1.51149 4.59114 5.48472 0.02 0.00 0.04
H 1.61420 5.89401 6.66003 -0.14 0.12 0.00
H 2.75279 7.63695 6.14304 -0.05 -0.10 -0.01
H 1.81573 8.43800 4.85194 0.03 0.05 0.13
H 3.43293 7.81538 4.51839 -0.03 -0.09 0.00
H -1.44855 6.07851 3.76206 -0.07 -0.08 0.14
H -0.42551 4.76862 3.69312 -0.23 -0.06 0.07
H 0.18942 6.27938 3.52079 0.04 0.09 0.19
O -3.99949 -0.17551 -1.01663 0.29 0.04 0.02
H -4.44077 -0.38727 -1.86176 -0.10 -0.21 0.42
C -2.42958 1.35030 5.46693 -0.66 -0.28 0.28
C -1.55446 0.08349 5.28259 -0.56 2.13 0.22
O -0.69706 0.28544 4.29520 0.60 -0.51 -0.14
H -2.99368 1.58337 4.56165 0.11 -0.14 -0.06
H -3.15129 1.19371 6.27546 0.01 0.08 -0.01
H -1.81596 2.21734 5.73355 0.18 -0.11 -0.01
H -2.28643 -0.74854 5.14188 0.14 -0.46 -0.60
H -1.12921 -0.15191 6.27927 0.46 -0.47 -0.16
Al 2.75020 0.13727 -4.00498 0.36 2.44 -0.61

=====

58
Properties=species:S:1:pos:R:3:forces:R:3 method="wB97M-V/def2-TZVPD" fmax_ha_per_bohr=0.0167 mol_weight_g_mol=369.5 orbital_gap_ev=8.85 smiles="CCc1ccc(C2=NN(CCC(=O)NC3CCCCCC3)C(=O)CC2)cc1" e_above_lowest_kj_mol=68.4 charge=0
C -3.84515 -0.48868 4.25469 -0.12 0.05 -0.15
H -3.14992 0.18405 4.75184 0.06 0.04 0.09
H -3.58090 -1.51020 4.51882 0.03 -0.08 0.07
H -4.84835 -0.28377 4.62026 -0.08 0.01 0.11
C -3.78009 -0.29570 2.73794 0.04 -0.05 0.22
C -2.39493 -0.57678 2.23471 -0.04 0.04 -0.12
C -1.45146 0.44061 2.14278 -0.06 -0.10 -0.01
C -0.16784 0.17781 1.71032 0.12 -0.19 0.03
C 0.21519 -1.12149 1.37385 -0.49 0.23 0.21
C -0.72563 -2.14537 1.47917 0.23 0.13 -0.03
C -2.01285 -1.86935 1.89420 -0.06 0.05 0.01
H -2.73576 -2.67008 1.95559 -0.10 -0.09 0.00
H -0.45621 -3.15532 1.20817 0.04 -0.13 0.00
C 1.58215 -1.38898 0.93738 0.55 -0.22 -0.15
N 2.19228 -0.47286 0.28429 -0.80 0.01 0.32
N 3.47928 -0.63780 -0.10526 0.38 -0.15 -0.18
C 4.33155 -1.55847 0.43714 0.10 -0.31 0.35
O 5.48757 -1.64914 0.08304 0.13 -0.13 0.03
C 3.72522 -2.39653 1.54671 0.02 -0.07 -0.10
C 2.25544 -2.69270 1.26991 0.21 0.16 -0.01
H 2.16634 -3.36662 0.41011 -0.03 -0.03 0.04
H 1.78882 -3.17111 2.13095 -0.03 0.01 -0.10
H 3.82357 -1.82273 2.47470 0.01 -0.02 -0.03
H 4.31235 -3.30840 1.65283 0.03 0.13 -0.04
C 3.97936 0.31207 -1.09016 0.26 0.14 -0.13
C 3.47581 1.74286 -0.86191 0.02 0.07 -0.22
H 3.07205 1.83666 0.14652 0.03 0.04 0.02
C 2.40210 2.12179 -1.88022 0.30 -0.11 0.57
O 2.55407 3.01321 -2.69073 0.09 0.33 -0.30
N 1.30324 1.35079 -1.81424 -0.49 -0.25 -0.05
H 1.25654 0.64302 -1.09055 0.11 0.12 -0.02
C 0.24427 1.43099 -2.80254 -0.02 0.15 -0.45
C -0.80960 2.47627 -2.40728 0.22 -0.02 0.17
H -1.57104 2.53026 -3.18574 -0.07 0.07 -0.12
C -1.45559 2.22617 -1.04573 -0.24 0.04 -0.18
C -2.70387 1.34325 -1.08570 0.06 0.01 -0.04
C -2.60656 0.12412 -2.00608 0.02 -0.02 0.25
C -1.23416 -0.55022 -2.02047 -0.13 -0.03 -0.32
H -1.37018 -1.61052 -2.24911 0.06 -0.02 0.09
C -0.30432 0.03137 -3.08587 0.11 0.07 0.18
H -0.84132 0.05840 -4.03653 -0.02 -0.02 -0.04
H 0.55042 -0.63818 -3.21691 0.03 0.02 -0.10
H -0.77866 -0.49095 -1.03213 0.05 -0.09 0.14
H -3.35978 -0.59843 -1.68311 -0.05 0.00 -0.09
H -2.86127 0.41284 -3.02758 -0.05 -0.04 -0.07
H -3.55956 1.94256 -1.40563 -0.05 0.03 0.07
H -2.90705 1.00371 -0.06753 -0.10 0.02 0.00
H -0.71364 1.78273 -0.38166 0.04 0.06 0.08
H -1.74101 3.18477 -0.60622 0.08 -0.01 0.09
H -0.29284 3.43769 -2.38290 -0.02 0.01 -0.09
H 0.72657 1.80127 -3.71791 -0.10 -0.11 0.16
H 4.29725 2.44920 -0.97583 -0.09 -0.02 -0.02
H 3.69136 -0.03141 -2.09036 0.10 0.02 0.07
H 5.06809 0.26288 -1.01809 -0.23 -0.01 -0.06
H 0.56245 0.97021 1.64563 0.07 0.08 0.00
H -1.72876 1.45033 2.40956 -0.05 0.13 0.01
H -4.49219 -0.97042 2.25858 -0.02 0.07 -0.06
H -4.06283 0.73034 2.49427 -0.04 -0.03 -0.08

=====

13
Properties=species:S:1:pos:R:3:forces:R:3 method="wB97M-V/def2-TZVPD" fmax_ha_per_bohr=0.0087 mol_weight_g_mol=85.1 orbital_gap_ev=9.34 e_above_lowest_kj_mol=417.2 charge=0
C 2.03747 -0.19861 0.22570 -0.01 0.02 0.00
C 0.56712 -0.08633 -0.01711 -0.06 0.36 -0.03
N -0.07476 0.97781 -0.18694 0.17 -0.41 0.05
C -1.48913 0.96859 -0.49405 -0.18 0.02 -0.04
C -1.20809 -1.65599 0.36316 0.39 0.07 0.19
O -0.04849 -1.35564 -0.18030 -0.18 -0.21 0.04
H 2.23700 -0.66093 1.19813 -0.08 0.04 -0.13
H 2.49613 0.79079 0.19283 -0.14 -0.14 0.01
H 2.48939 -0.83608 -0.54100 -0.09 0.07 0.10
H -2.03139 1.45411 0.32159 0.04 -0.01 -0.15
H -1.65848 1.53389 -1.41302 0.07 0.08 0.14
H -1.92981 -0.03350 -0.64223 -0.02 0.22 -0.08
H -1.38695 -0.89811 1.17323 0.08 -0.11 -0.10